This record from the OMol25 dataset describes a molecular structure, C8H5N2O5Y. The level of theory is the ωB97M-V functional and the def2-TZVPD basis.

XYZ file:
```
21
Properties=species:S:1:pos:R:3:forces:R:3
O 0.9736 0.9083 -3.2569 -2.4 -2.4 3.0
C 0.3459 0.3518 -2.4675 2.5 2.5 -3.3
Y -0.9848 -0.1208 -0.3109 1.2 -1.9 1.8
C -0.8546 -2.3796 0.9414 -0.5 -6.1 3.1
O -0.8832 -3.4124 1.4995 0.3 5.9 -3.1
C 1.3919 1.1988 0.5306 1.5 0.7 1.9
O 1.7466 1.5806 1.6467 -1.3 -0.8 -3.4
C -1.5330 2.0905 -1.0398 -1.5 5.9 -2.5
O -1.7819 3.1272 -1.4822 1.1 -4.3 2.0
C 1.3424 -0.4512 0.1666 0.3 -0.9 -0.4
O 2.3503 -1.0959 0.1591 -1.7 1.5 0.2
H 1.2737 1.8353 -0.4346 0.6 0.0 1.4
N -3.4667 1.2195 2.9582 0.4 -0.1 0.9
C -2.4488 1.0449 3.9041 -0.4 0.5 -0.6
C -1.3423 0.7434 3.1907 0.9 -0.5 -0.5
N -1.6558 0.6546 1.8209 -1.0 0.5 0.2
C -2.9675 0.9811 1.7447 0.4 -0.1 0.1
H -4.3978 1.5173 3.2423 0.1 -0.1 -0.5
H -2.5835 1.2271 4.9711 -0.1 -0.1 -0.5
H -0.3216 0.5937 3.5432 -0.4 0.0 -0.1
H -3.5106 1.0700 0.8000 -0.2 0.0 0.6
```
Positions in Å, forces in eV/Å.

* HOMO energy (alpha / beta): -15.1 / -15.1 eV
* frontier orbital gap (alpha / beta): 5.569 / 5.574 eV
* energy above the lowest of the compared OMol25 structures with the same formula, charge and spin: 0.00 kcal per mole
* total charge: +2

Atomic partial charges in e from the natural (NBO) method, atoms 1 to 2:
1. O -0.301
2. C 0.451

This record from the OMol25 dataset describes a single C8H5N3S2 molecule. The level of theory is the ωB97M-V functional and the def2-TZVPD basis.

XYZ file:
```
18
Properties=species:S:1:pos:R:3:forces:R:3
N -3.1886 -2.5373 -1.7304 -0.1 -0.3 -0.4
C -3.0784 -1.6860 -0.9668 0.7 0.5 0.7
S -3.0223 -0.4812 0.2520 -1.8 -1.0 0.5
N -1.6606 0.3703 0.1077 3.5 0.7 -0.9
C -0.4149 0.0057 0.0589 -1.1 -1.2 -0.5
C 0.1287 -1.3043 0.2710 0.5 -0.8 0.0
C 1.4655 -1.4581 0.4242 -1.5 1.3 0.6
C 2.3605 -0.3236 0.6004 1.8 -2.4 0.0
C 1.9715 0.8757 0.2502 0.7 1.5 -1.4
C 0.6217 1.0031 -0.3816 -0.1 1.9 -1.2
N 0.0894 2.3495 -0.1711 0.3 -1.0 -0.4
C -1.0633 2.5317 0.1402 -1.1 1.9 0.7
S -2.3818 3.2487 0.6581 0.2 0.0 -0.2
H -0.4871 -2.1785 0.4454 -0.3 0.2 -0.4
H 1.7792 -2.4447 0.5947 0.8 -1.1 0.3
H 3.3920 -0.6211 0.9039 -0.9 0.8 -0.2
H 2.6891 1.7261 0.0993 -1.0 -0.8 0.6
H 0.7992 0.9239 -1.5560 -0.5 -0.3 2.2
```
Positions in Å, forces in eV/Å.

* SMILES: N#CS/N=C1\C=CC=C[C@@H]1N=C=S
* HOMO energy (alpha / beta): -8.8 / -8.8 eV
* frontier orbital gap (alpha / beta): 7.402 / 7.401 eV
* energy above the lowest of the compared OMol25 structures with the same formula, charge and spin: 2.91 kcal per mole
* total charge: 0

Atomic partial charges in e from the natural (NBO) method, atoms 1 to 2:
1. N -0.294
2. C -0.005

This record from the OMol25 dataset describes a molecular structure, C8H6BF14O2SSr. The level of theory is the ωB97M-V functional and the def2-TZVPD basis.

XYZ file:
```
33
Properties=species:S:1:pos:R:3:forces:R:3
O 4.4758 -1.6569 2.5266 -1.6 3.5 -1.7
S 3.5803 -0.7108 1.7678 -0.4 -5.4 2.9
O 2.1818 -1.3008 1.7947 2.3 2.9 -0.4
F 3.6149 0.8037 2.5661 -0.5 -1.6 -0.9
B 4.1959 -0.4071 0.0090 0.3 1.0 -1.3
C 2.9865 -0.2093 -1.0748 -0.6 -0.2 -0.8
C 1.8835 0.8696 -0.6067 -0.4 -0.4 -0.9
C 0.3968 0.3090 -0.9146 2.5 -1.6 -0.7
F 0.2283 -0.9845 -0.4274 -0.5 3.4 -1.0
F 0.3616 0.1841 -2.3811 -0.7 1.0 2.0
C -0.7721 1.3418 -0.5251 0.6 -0.9 0.9
F -1.6745 1.5554 -1.6759 1.1 -0.2 2.5
F -0.1065 2.6546 -0.3375 -1.5 -2.0 -0.4
C -1.5444 1.0548 0.8442 -0.3 1.8 2.7
F -0.7337 0.4506 1.8290 -1.9 1.1 -3.3
F -1.8390 2.3484 1.3879 0.4 -2.4 -1.4
C -2.9745 0.3428 0.6867 -1.7 0.2 1.9
F -3.9137 1.2064 0.0551 2.6 -1.9 0.8
F -3.4665 0.1968 2.0136 1.3 0.2 -2.9
C -2.9430 -1.1241 0.0695 -0.7 -1.6 -0.1
F -2.5010 -1.1551 -1.2875 -0.4 0.5 3.1
F -2.1624 -1.9303 0.9125 -1.2 2.0 -2.2
C -4.4028 -1.8347 0.0311 -0.7 -2.4 -1.1
F -4.1803 -3.0636 -0.6468 -0.4 2.7 1.5
F -4.8797 -2.1753 1.2889 0.9 1.5 -2.9
F -5.3183 -1.1331 -0.7649 2.0 -1.2 2.3
H 4.8560 -1.3555 -0.3045 -0.1 -0.2 0.4
H 4.8739 0.5840 -0.0208 0.1 0.1 0.4
H 2.5457 -1.2276 -1.3437 0.1 1.5 0.5
H 3.4750 0.1772 -2.0452 -0.8 -0.5 1.4
H 2.0251 1.7807 -1.3140 -0.4 -0.9 1.0
H 2.0069 1.2279 0.4647 -0.4 -0.6 -1.2
Sr -0.2754 3.1806 -2.5769 0.8 0.4 -1.3
```
Positions in Å, forces in eV/Å.

* HOMO energy: -11.3 eV
* frontier orbital gap: 4.156 eV
* total charge: +1

Atomic partial charges in e from the natural (NBO) method, atoms 1 to 2:
1. O -0.875
2. S 2.084

This record from the OMol25 dataset describes a molecular structure, C8H6CdN2O4. The level of theory is the ωB97M-V functional and the def2-TZVPD basis.

XYZ file:
```
21
Properties=species:S:1:pos:R:3:forces:R:3
Cd 0.0074 0.1308 -1.6851 0.0 -0.7 1.1
O 0.0308 3.0950 -3.5645 0.0 -3.5 1.9
C 0.0204 2.0980 -3.0067 0.0 3.4 -1.8
C 1.8327 -1.4828 -1.1440 3.0 -1.3 0.6
O 2.7692 -2.0342 -0.8150 -2.2 1.2 -0.6
C -1.8492 -1.4491 -1.1595 -3.1 -1.3 0.6
O -2.7991 -1.9838 -0.8382 2.3 1.2 -0.7
C 0.0012 -1.5064 -3.4498 0.0 -2.3 -4.8
O 0.0003 -2.1386 -4.4114 0.0 2.3 3.9
C 0.0184 2.1759 0.8888 0.0 0.2 0.2
C 0.0029 0.7681 1.3639 0.0 -0.5 0.5
N -0.0044 -0.3163 0.5993 0.0 1.2 -0.6
C -0.0180 -1.4291 1.4298 0.0 0.5 0.4
C -0.0187 -0.9977 2.7271 0.0 0.4 -0.6
N -0.0052 0.3997 2.6601 0.0 -0.4 -0.2
H -0.8842 2.6980 1.2428 0.4 0.0 -0.2
H 0.9281 2.6806 1.2500 -0.4 0.0 -0.2
H 0.0230 2.2187 -0.2149 0.0 0.1 0.4
H -0.0261 -2.4312 1.0368 0.0 -0.1 0.1
H -0.0277 -1.5555 3.6542 0.0 0.2 -0.1
H -0.0019 1.0598 3.4363 0.0 -0.4 -0.2
```
Positions in Å, forces in eV/Å.

* HOMO energy: -16.3 eV
* frontier orbital gap: 7.699 eV
* total charge: +2

Atomic partial charges in e from the natural (NBO) method, atoms 1 to 2:
1. Cd 1.523
2. O -0.282

This record from the OMol25 dataset describes 2 unconnected molecules or ions with the total composition C8H6Cl2FN2O6PS. The level of theory is the ωB97M-V functional and the def2-TZVPD basis.

XYZ file:
```
27
Properties=species:S:1:pos:R:3:forces:R:3
C -2.0334 1.6738 1.8987 3.6 0.8 -6.9
C -1.5266 2.0403 0.7274 -2.0 -1.7 4.9
C -0.8097 2.3749 -0.6929 -0.1 -1.3 1.7
C 0.1703 1.0897 -0.9626 2.0 -0.1 1.0
C 1.5804 1.1522 -0.2355 -0.9 -3.6 -2.3
C 2.5568 -0.0709 -0.4083 -3.8 -0.1 -1.5
O 3.8553 -0.0971 0.2633 -4.3 -0.3 -0.1
N 4.7490 0.7057 -0.3769 0.9 -0.4 -4.2
O 4.6201 0.6060 -1.5759 0.6 1.1 2.8
C 2.0313 -1.2901 -1.3146 -1.9 2.3 0.5
Cl 3.0748 -2.7686 -1.5288 -1.9 2.5 0.3
C 0.5835 -1.1763 -1.9782 2.8 -0.8 1.2
F 0.1730 -2.3052 -2.7947 0.9 4.2 2.7
N -0.3002 -0.0204 -1.7926 4.4 -0.3 1.0
P -1.9234 -0.0986 -2.5777 -3.4 -2.5 0.6
S -3.2228 -1.0764 -1.4707 1.3 1.1 -0.8
H -2.2368 0.9660 2.8043 0.3 1.4 -1.6
H -0.0985 3.2814 -0.6014 -1.4 -1.5 -0.2
H -1.5761 2.5330 -1.5424 1.4 -0.2 1.5
H 1.8471 2.0800 0.4008 -0.6 -1.9 -1.2
H -1.7308 -0.8728 -3.7956 0.7 1.1 0.8
H -2.4251 1.1865 -2.9652 1.2 -0.3 0.1
O -0.1171 -2.1500 3.6181 -0.1 0.2 -0.1
Cl -1.4712 -1.9848 4.1054 0.2 -1.0 0.7
O -2.2715 -3.1216 3.7069 0.1 0.5 -0.1
O -2.0403 -0.7742 3.5413 -0.2 0.4 -0.2
O -1.4581 -1.8825 5.5478 0.0 0.2 -0.5
```
Positions in Å, forces in eV/Å.

* HOMO energy: -8.1 eV
* frontier orbital gap: 4.474 eV
* total charge: 0

Atomic partial charges in e from the natural (NBO) method, atoms 1 to 2:
1. C -0.117
2. C -0.184

This record from the OMol25 dataset describes a single C8H6ClN2O2PS molecule. The level of theory is the ωB97M-V functional and the def2-TZVPD basis.

XYZ file:
```
21
Properties=species:S:1:pos:R:3:forces:R:3
C 3.2486 0.0741 -0.7617 0.0 -0.2 1.3
P 2.7557 -0.1844 0.8298 1.0 0.0 -1.2
S 1.3215 -1.8233 0.3775 0.1 1.1 0.3
O 1.7386 -2.6039 -0.7114 1.1 -1.4 -1.8
O 0.9523 -2.4624 1.5860 -0.3 0.1 1.0
N 0.0298 -1.0148 -0.2767 -0.4 2.8 2.5
C -0.6197 -1.2282 -1.4289 -1.6 -0.8 -0.9
C -1.6596 -0.3372 -1.5433 0.3 -1.3 -1.0
C -1.6329 0.5575 -0.4530 1.4 -1.5 0.6
C -2.3863 1.5639 0.1086 -1.2 -0.7 -0.7
Cl -3.8383 2.0453 -0.6667 -0.6 0.2 -0.6
N -2.1747 2.0659 1.2530 0.8 1.9 2.0
C -1.0342 1.8082 1.9129 1.2 -1.6 -0.8
C -0.1947 0.7547 1.5150 -1.4 1.7 -0.6
C -0.5782 0.0997 0.3458 0.9 -0.3 0.4
H 4.0964 0.7146 -1.0625 -0.7 -0.2 0.4
H 2.7458 -0.4736 -1.5360 0.0 -0.2 -0.5
H -0.4178 -2.1961 -1.8671 -0.2 0.4 -0.7
H -2.4676 -0.5283 -2.1997 -0.5 0.3 -0.8
H -0.6811 2.4449 2.7133 -0.6 0.1 0.2
H 0.7964 0.7235 1.8652 0.7 -0.5 1.1
```
Positions in Å, forces in eV/Å.

* SMILES: C=PS(=O)(=O)n1ccc2c(Cl)nccc21
* HOMO energy: -8.8 eV
* frontier orbital gap: 7.567 eV
* total charge: 0

Atomic partial charges in e from the natural (NBO) method, atoms 1 to 2:
1. C -0.758
2. P 0.461

Across the entries above, E takes the values -22617.744, -34514.131, -62867.507, -24109.746, -71522.499, -48112.280 eV, respectively.
Across the entries above, molar mass takes the values 298.04, 207.28, 530.61, 306.56, 379.09, 260.64 g mol⁻¹, respectively.